Density functional theory data (ωB97M-V/def2-TZVPD) for a structure of composition C4H7NO2S at a distorted geometry.

Structure (XYZ):
```
15
Properties=species:S:1:pos:R:3:forces:R:3
C 0.53349 -0.76883 1.06135 0.810 1.390 1.829
C -0.69384 0.97815 -0.12611 3.286 2.028 1.145
C -1.55301 -0.07960 -0.50597 -4.095 -1.040 -0.989
C 1.76672 0.53822 -0.68777 -0.037 5.190 -0.194
H 0.07849 -0.05259 2.04340 1.231 -2.752 -2.553
H 1.78184 -0.96996 1.25085 -4.012 -0.097 -0.407
H -0.30083 -1.78854 0.74554 3.454 3.542 1.319
H -0.92954 1.97595 -0.56109 0.882 -0.969 -0.904
H -0.86838 1.28462 0.89492 -0.967 -0.383 0.535
H -1.77096 -1.83723 -1.09221 -2.095 -1.346 -0.456
H 2.00105 1.71327 -1.15131 -1.637 -3.314 0.734
N 0.63526 0.40685 0.01810 0.142 -2.272 0.592
O -1.06328 -1.25160 -0.98383 1.650 2.352 -0.128
O -2.73676 0.13456 -0.38198 -0.256 -0.878 -0.249
S 3.11976 -0.28326 -0.52387 1.644 -1.450 -0.274
```
Positions in Å, forces in eV/Å.

Output
LUMO = 0.014 Eh
ΔE to the lowest compared entry with this formula, charge and spin = 116.5 kcal/mol
Total charge = 0
Orbital gap = 8.7 eV
Electronic energy = -20677.6855 eV

Density functional theory data (ωB97M-V/def2-TZVPD) for the molecule C3H10N2 at a distorted geometry.

Structure (XYZ):
```
15
Properties=species:S:1:pos:R:3:forces:R:3
C -1.10993 1.80935 0.92098 1.454 -1.604 0.037
N 0.03351 1.34200 0.13251 -2.381 0.909 -0.457
C 0.33919 -0.03206 0.43973 2.277 1.170 0.543
C 0.51129 -0.86888 -0.84170 -2.176 1.595 -0.202
N 0.24928 -2.27894 -0.69311 0.471 -0.682 -0.079
H -2.04380 1.48316 0.53957 -0.961 0.142 -1.007
H -1.13514 1.37364 1.91879 0.458 -0.001 0.511
H -0.98572 2.82354 1.02856 -0.515 2.538 0.157
H 0.83941 1.96535 0.12371 -0.695 -0.291 0.435
H -0.29097 -0.40073 1.28451 0.599 -0.128 -0.891
H 1.36103 0.28860 0.75069 -0.069 -2.297 1.026
H 1.56673 -0.67220 -1.01813 -0.142 -0.336 -1.109
H -0.21658 -0.30997 -1.58465 1.697 -1.226 0.901
H 1.03872 -2.79049 -1.05392 0.051 -0.280 0.081
H -0.55646 -2.65272 -1.17898 -0.066 0.492 0.054
```
Positions in Å, forces in eV/Å.

Output
LUMO = 0.042 Eh
ΔE to the lowest compared entry with this formula, charge and spin = 44.0 kcal/mol
Structure (SMILES) = CNCCN
Total charge = 0
Orbital gap = 9.4 eV
Electronic energy = -6251.5216 eV

Density functional theory data (ωB97M-V/def2-TZVPD) for the molecule C4H5NO2.

Structure (XYZ):
```
12
Properties=species:S:1:pos:R:3:forces:R:3
O 2.50963 -0.86761 -0.31125 -0.439 0.370 -0.086
C 1.47000 -0.30313 -0.54542 0.302 -0.196 0.118
C 0.68905 0.45431 0.49152 0.268 0.020 0.078
C -0.51088 1.22640 0.02683 -0.127 0.207 -0.146
N -0.67117 0.00835 0.75722 -0.154 -0.117 -0.027
C -1.24492 -1.13906 0.20825 -0.198 -0.001 -0.292
O -2.12591 -1.13070 -0.61604 0.320 0.021 0.397
H 1.02527 -0.31415 -1.56354 -0.049 -0.106 0.130
H 1.25947 0.78713 1.35579 -0.074 -0.121 -0.113
H -0.75858 1.20513 -1.03419 0.080 -0.031 0.146
H -0.78905 2.13342 0.55644 0.084 -0.136 -0.078
H -0.85291 -2.06010 0.67440 -0.013 0.091 -0.128
```
Positions in Å, forces in eV/Å.

Output
LUMO = 0.019 Eh
ΔE to the lowest compared entry with this formula, charge and spin = 44.9 kcal/mol
Structure (SMILES) = O=C[C@H]1CN1C=O
Total charge = 0
Orbital gap = 10.7 eV
Electronic energy = -9812.3681 eV

Density functional theory data (ωB97M-V/def2-TZVPD) for the molecule C4H5NO3 at a distorted geometry.

Structure (XYZ):
```
13
Properties=species:S:1:pos:R:3:forces:R:3
N 2.17008 -0.72448 -0.33710 -1.613 -0.689 -5.243
C 1.20251 -0.08245 0.54012 2.254 2.890 -1.313
C -0.19530 0.08232 0.21667 0.210 0.313 -0.968
C -0.86892 1.17599 -0.10650 2.478 3.152 0.300
O -2.20773 0.94419 -0.03327 -0.642 -1.339 -0.488
C -2.32602 -0.44195 0.09189 0.796 -0.328 -1.684
O -3.28763 -1.10224 -0.10801 -0.023 0.517 0.776
O -1.02949 -0.97266 0.19188 -2.301 -0.375 1.146
H 1.48027 -1.48515 -0.72591 2.532 1.125 0.030
H 2.40263 -0.02668 -1.25582 -1.117 -2.616 3.092
H 1.47750 -0.55441 1.43090 -0.644 -0.176 2.118
H 1.55389 0.95775 0.46010 -0.069 0.004 1.289
H -0.37178 2.22976 -0.36494 -1.861 -2.478 0.946
```
Positions in Å, forces in eV/Å.

Output
LUMO = 0.023 Eh
ΔE to the lowest compared entry with this formula, charge and spin = 60.7 kcal/mol
Structure (SMILES) = NCc1coc(=O)o1
Total charge = 0
Orbital gap = 10.0 eV
Electronic energy = -11859.3679 eV

Density functional theory data (ωB97M-V/def2-TZVPD) for the molecule C14H12FN at a distorted geometry.

Structure (XYZ):
```
28
Properties=species:S:1:pos:R:3:forces:R:3
F 2.11184 1.01368 2.54187 0.034 0.570 0.797
C 1.73078 -0.15868 2.00067 0.617 -1.244 -0.331
N 2.37437 -0.45606 0.74964 -1.049 -1.090 0.354
C 0.92738 -0.06301 0.74095 0.407 -1.944 -0.214
C 0.46788 1.11295 0.02198 -0.875 4.136 1.429
C -0.32836 2.11398 0.69432 -0.801 -2.220 0.135
C -0.84168 3.22706 0.09409 1.917 -1.771 -1.613
C -0.42215 3.48194 -1.22628 -1.654 1.316 0.980
C 0.25302 2.51462 -1.92525 1.057 2.060 -1.644
C 0.73383 1.39818 -1.30114 -0.093 -1.414 1.103
C -0.01684 -1.19610 0.37055 2.971 -1.851 -0.993
C 0.56156 -2.23584 -0.42906 -1.019 0.810 0.868
C -0.27705 -3.24102 -0.85636 0.270 -4.107 -0.596
C -1.57078 -3.36453 -0.38012 -1.817 0.253 0.601
C -2.13079 -2.30702 0.33441 -0.195 0.540 -0.827
C -1.33924 -1.23979 0.69460 -0.893 2.502 0.045
H 1.75856 -1.04242 2.73689 -0.610 1.680 -0.963
H 3.09183 0.19143 0.48362 -0.191 0.821 -0.234
H -0.92735 1.87989 1.58266 1.158 -0.360 0.351
H -1.63645 3.59178 0.65392 -1.099 1.920 0.373
H -0.76218 4.45102 -1.60620 0.295 -0.561 -0.629
H 0.59440 2.76768 -2.96492 -0.558 -0.542 1.027
H 1.24431 0.64029 -1.82259 0.791 -0.631 -0.944
H 1.62517 -2.24627 -0.61478 -0.065 0.153 -0.203
H 0.02674 -4.23343 -1.42958 0.095 2.550 0.964
H -2.27674 -4.22390 -0.49494 1.159 0.601 -0.626
H -3.20254 -2.13448 0.33547 -0.041 -0.631 0.673
H -1.76952 -0.24194 1.01557 0.190 -1.550 0.117
```
Positions in Å, forces in eV/Å.

Output
LUMO = 0.030 Eh
ΔE to the lowest compared entry with this formula, charge and spin = 0.0 kcal/mol
Structure (SMILES) = F[C@@H]1NC1(c1ccccc1)c1ccccc1
Total charge = 0
Orbital gap = 9.6 eV
Electronic energy = -18917.4219 eV

Density functional theory data (ωB97M-V/def2-TZVPD) for the molecule C4H10O2 at a distorted geometry.

Structure (XYZ):
```
16
Properties=species:S:1:pos:R:3:forces:R:3
C -0.99447 -1.21338 -0.19583 1.517 0.126 -1.692
C 0.23173 -0.34087 0.11840 0.789 0.294 1.141
C 1.04526 0.21101 -1.05870 -1.098 1.419 1.327
O 0.29354 1.23311 -1.76264 -0.428 -1.687 -0.984
C -0.02088 0.88114 1.03602 0.469 0.316 -0.889
O -0.79157 0.66515 2.16609 0.697 -1.529 2.380
H -1.43928 -1.53210 0.72619 -0.328 -0.354 0.275
H -0.57726 -2.07532 -0.81169 -0.908 0.703 0.850
H -1.72845 -0.67722 -0.81334 0.048 -0.129 0.251
H 0.97652 -1.02070 0.62273 -0.612 0.504 -0.058
H 1.21578 -0.62094 -1.67438 0.906 -0.944 -1.261
H 1.97383 0.68554 -0.64355 -0.736 -0.480 -0.725
H -0.31765 0.70474 -2.35229 0.904 1.207 0.899
H 0.99618 1.29128 1.28171 -0.821 -0.016 -0.110
H -0.63081 1.64405 0.54181 0.630 -0.089 -0.577
H -0.23246 0.16450 2.81945 -1.030 0.659 -0.826
```
Positions in Å, forces in eV/Å.

Output
LUMO = 0.030 Eh
ΔE to the lowest compared entry with this formula, charge and spin = 30.0 kcal/mol
Structure (SMILES) = CC(CO)CO
Total charge = 0
Orbital gap = 10.7 eV
Electronic energy = -8404.2479 eV

Density functional theory data (ωB97M-V/def2-TZVPD) for a cluster of 2 separate species, C5H10O2 in total.

Structure (XYZ):
```
17
Properties=species:S:1:pos:R:3:forces:R:3
C 0.56718 2.44661 -0.75803 0.008 -0.011 -0.043
C -0.13420 1.23139 -0.26497 -0.339 0.350 0.065
O 0.40348 0.08933 -0.48600 0.269 -0.256 -0.195
C -0.02754 -1.10314 -0.05721 -0.112 -0.194 -0.043
C -1.39294 -1.27591 0.49113 -0.028 -0.034 0.004
C 0.86755 -2.17786 -0.36372 -0.038 0.082 0.016
O 0.66156 -3.34895 -0.07822 0.035 0.154 -0.077
H 0.03611 2.88618 -1.61182 0.090 -0.019 0.076
H 0.61823 3.21593 0.02231 -0.048 -0.161 -0.111
H 1.58581 2.19939 -1.06818 -0.159 0.010 0.027
H 0.63312 0.59833 1.87204 0.044 -0.030 0.191
H -1.11182 1.26707 0.20784 0.130 -0.044 -0.048
H 0.74242 -0.14350 1.81140 0.061 0.053 0.200
H -1.52110 -2.34488 0.68261 -0.014 0.169 -0.034
H -1.58133 -0.73153 1.42865 0.129 -0.020 -0.183
H -2.15420 -0.95653 -0.23733 0.060 0.000 0.082
H 1.79698 -1.85865 -0.88238 -0.090 -0.049 0.072
```
Positions in Å, forces in eV/Å.

Output
LUMO (alpha / beta) = -0.006 / 0.008 Eh
ΔE to the lowest compared entry with this formula, charge and spin = 106.8 kcal/mol
Total charge = 0
Orbital gap (alpha / beta) = 7.5 / 8.0 eV
Electronic energy = -9438.4113 eV

Density functional theory data (ωB97M-V/def2-TZVPD) for a cluster of 2 separate species, C4H8ClNO in total at a distorted geometry.

Structure (XYZ):
```
15
Properties=species:S:1:pos:R:3:forces:R:3
C -1.42962 -0.08809 0.58906 -1.551 1.403 0.845
C 0.13307 1.20975 -0.84174 0.235 0.240 2.187
C 1.06019 -0.59315 0.91917 -2.496 3.064 -0.432
C -0.04432 0.03668 0.11429 -0.295 0.021 0.041
N 0.16877 -1.79127 -1.50871 2.704 0.851 -1.462
O 1.17377 -1.59219 -2.09585 -2.749 -0.626 1.554
Cl 1.48076 0.63277 2.35167 0.046 -1.032 -0.979
H -2.02894 -0.43704 -0.20784 -0.804 -0.302 -1.444
H -1.68101 -0.84566 1.34272 0.599 0.541 0.395
H -1.93643 0.95716 0.80838 1.123 -1.940 0.070
H 0.00650 2.13284 -0.20249 0.075 -0.656 -0.655
H -0.53958 1.31334 -1.68784 -0.253 -0.468 0.072
H 1.14167 1.22140 -1.16210 1.086 0.173 -0.689
H 1.83420 -0.68703 0.22782 2.074 -0.365 -0.208
H 0.66099 -1.46949 1.35346 0.208 -0.903 0.706
```
Positions in Å, forces in eV/Å.

Output
LUMO (alpha / beta) = -0.010 / -0.025 Eh
ΔE to the lowest compared entry with this formula, charge and spin = 98.8 kcal/mol
Total charge = 0
Orbital gap (alpha / beta) = 7.4 / 8.2 eV
Electronic energy = -20333.4652 eV

Density functional theory data (ωB97M-V/def2-TZVPD) for the molecule C3H7NO at a distorted geometry.

Structure (XYZ):
```
12
Properties=species:S:1:pos:R:3:forces:R:3
C 0.48607 -0.87417 1.63405 0.281 3.800 0.410
N -0.29689 -0.36913 0.49321 -0.476 -2.119 -1.609
C 0.36044 0.24639 -0.53198 -0.228 -0.465 -0.114
C -0.55834 0.70040 -1.64321 -0.021 0.120 -0.151
O 1.58008 0.31312 -0.59447 -0.489 0.017 0.186
H 0.51363 0.19341 1.82419 2.242 0.403 2.377
H 1.51259 -1.15643 1.42596 -0.445 -0.578 -0.311
H 0.03061 -1.16316 2.57076 -0.698 -1.164 -0.637
H -1.28364 -0.26538 0.61079 -0.258 -0.074 -0.253
H -0.84188 -0.18594 -2.22109 0.011 0.170 0.035
H -0.02987 1.38993 -2.30070 -0.047 -0.045 0.108
H -1.47278 1.17096 -1.26751 0.127 -0.065 -0.041
```
Positions in Å, forces in eV/Å.

Output
LUMO = 0.031 Eh
ΔE to the lowest compared entry with this formula, charge and spin = 40.5 kcal/mol
Structure (SMILES) = CNC(C)=O
Total charge = 0
Orbital gap = 10.0 eV
Electronic energy = -6760.9931 eV

> Which formula does entry 1 have?

C4H7NO2S